(1)
Entry from the Open Molecules 2025 dataset: a 4-piece molecular cluster, C4H17NO3 overall (ωB97M-V with the def2-TZVPD basis set).

Values from the calculation:
**Energy above the lowest of the compared OMol25 structures with the same formula, charge and spin**: 5.63 kcal per mole
**Largest force on an atom**: 1.51 eV/Å
**HOMO-LUMO gap**: 9.88 eV
**SMILES**: CCNCC.O.O.O
**Electronic energy**: -443.0683 a.u.
**LUMO**: 0.61 eV
**HOMO**: -9.274 eV

Each atom is followed by the atoms it is bonded to, with distances in Å.
Cartesian coordinates (Å):
1 C 1.836 -0.156 0.609  N2 1.476, C5 1.547, H6 1.099, H7 1.089
2 N 1.025 0.577 -0.383  C1 1.476, C3 1.463, H8 1.014
3 C 0.191 1.670 0.118  N2 1.463, C4 1.513, H9 1.100, H10 1.102
4 C -0.501 2.379 -1.026  C3 1.513, H11 1.089, H12 1.095, H13 1.087
5 C 2.322 -1.506 0.030  C1 1.547, H14 1.089, H15 1.093, H16 1.088
6 H 2.707 0.474 0.833  C1 1.099
7 H 1.166 -0.278 1.459  C1 1.089
8 H 1.619 0.917 -1.131  N2 1.014
9 H -0.496 1.191 0.832  C3 1.100
10 H 0.736 2.337 0.805  C3 1.102
11 H 0.244 2.874 -1.648  C4 1.089
12 H -0.976 1.685 -1.726  C4 1.095
13 H -1.205 3.143 -0.709  C4 1.087
14 H 3.096 -1.845 0.717  C5 1.089
15 H 2.602 -1.475 -1.025  C5 1.093
16 H 1.460 -2.170 0.010  C5 1.088
17 H -1.858 -0.730 1.510  O19 0.966
18 H -1.966 -1.806 2.550  O19 0.952
19 O -1.406 -1.082 2.288  H17 0.966, H18 0.952
20 H -0.084 -0.707 -1.011  O22 1.011
21 H -0.870 -1.989 -0.695  O22 0.942
22 O -0.764 -1.355 -1.384  H20 1.011, H21 0.942
23 H -3.419 -1.271 -0.018  O25 0.974
24 H -2.380 -0.506 -0.843  O25 0.984
25 O -3.078 -0.371 -0.162  H23 0.974, H24 0.984

=====

(2)
Entry from the Open Molecules 2025 dataset: a 5-piece molecular cluster, C4H17NO3 overall (ωB97M-V with the def2-TZVPD basis set).

Values from the calculation:
**Energy above the lowest of the compared OMol25 structures with the same formula, charge and spin**: 210.21 kcal per mole
**Largest force on an atom**: 4.60 eV/Å
**HOMO-LUMO gap**: 4.16 eV
**Electronic energy**: -442.7423 a.u.
**LUMO**: -4.64 eV
**HOMO**: -8.802 eV

Each atom is followed by the atoms it is bonded to, with distances in Å.
Cartesian coordinates (Å):
1 C -0.022 0.616 1.333  N2 1.491, H6 1.109, H7 1.152, H8 1.092
2 N 0.780 -0.586 0.971  C1 1.491, C4 1.461, H20 1.085
3 C -0.780 -1.760 -0.297  C4 1.529, H10 1.099, H11 1.092, H12 1.098
4 C 0.631 -1.174 -0.358  N2 1.461, C3 1.529, C5 1.577, H13 1.094
5 C 0.683 -0.141 -1.549  C4 1.577, H14 1.086, H15 1.100, H16 1.079
6 H -1.118 0.469 1.251  C1 1.109
7 H 0.129 0.633 2.475  C1 1.152
8 H 0.510 1.464 0.897  C1 1.092
9 H 4.424 -2.057 -0.863  H21 0.757
10 H -1.380 -0.971 0.179  C3 1.099
11 H -1.147 -2.115 -1.262  C3 1.092
12 H -0.866 -2.552 0.458  C3 1.098
13 H 1.429 -1.896 -0.552  C4 1.094
14 H 0.414 -0.622 -2.484  C5 1.086
15 H -0.151 0.563 -1.416  C5 1.100
16 H 1.625 0.380 -1.625  C5 1.079
17 H 3.318 0.919 0.954  O22 0.972
18 H -2.178 3.022 -0.861  O19 0.956
19 O -1.736 2.190 -0.694  H18 0.956, H23 1.006
20 H 1.848 -0.455 1.105  N2 1.085
21 H 4.344 -1.511 -0.345  H9 0.757
22 O 2.832 0.397 0.293  H17 0.972
23 H -2.320 1.439 -0.370  O19 1.006
24 H -3.561 0.334 0.970  O25 0.966
25 O -2.790 0.155 0.417  H24 0.966